This record from OMol25 describes a single C5H9NSe molecule in a non-equilibrium geometry. The level of theory is ωB97M-V/def2-TZVPD.

Values from the calculation:
F_max	5.26	eV/A
calculated total energy	-2651.96744	a.u.

Atoms and positions in Å:
C -0.22 -1.67 0.21
C -1.38 -0.71 0.10
C -1.00 0.79 0.56
C 0.06 1.36 -0.33
C 1.31 -0.27 -0.78
N 0.94 -1.47 -0.19
Se 2.93 0.25 -0.14
H -0.44 -2.63 0.63
H -1.63 -0.88 -1.00
H -2.27 -1.15 0.58
H -1.84 1.47 0.42
H -0.60 0.61 1.56
H -0.26 1.92 -1.23
H 0.76 2.13 0.20
H 0.95 -0.11 -1.85
H 2.69 0.35 1.26

=====

This record from OMol25 describes a single C5H9NSi molecule in a non-equilibrium geometry. The level of theory is ωB97M-V/def2-TZVPD.

Values from the calculation:
F_max	3.57	eV/A
calculated total energy	-540.11111	a.u.

Atoms and positions in Å:
N 1.24 1.44 -0.62
Si -0.42 1.25 -0.98
C -0.95 -0.31 -0.08
C -0.67 -0.13 1.40
C 0.05 -1.20 1.83
C 0.42 -2.03 0.69
C -0.19 -1.51 -0.44
H 1.71 2.28 -0.92
H 1.82 0.81 -0.20
H -1.06 1.66 -2.27
H -0.79 2.49 -0.28
H -2.00 -0.25 -0.42
H -1.15 0.77 1.92
H 0.34 -1.25 2.84
H 0.76 -2.97 0.87
H -0.23 -2.00 -1.51

=====

This record from OMol25 describes 3 unconnected molecules or ions with the total composition C5H9O2S in a non-equilibrium geometry. The level of theory is ωB97M-V/def2-TZVPD.

Values from the calculation:
F_max	1.22	eV/A
net charge	-1
calculated total energy	-744.45606	a.u.

Atoms and positions in Å:
O -3.03 0.60 1.53
C -3.70 -0.12 0.75
O -4.91 -0.38 0.73
C -0.43 -0.24 -0.38
C -0.36 0.36 -1.60
C 0.42 -1.24 0.04
S 4.61 1.26 0.79
C 2.96 0.68 0.47
H -1.23 0.07 0.30
H -3.05 -0.60 -0.05
H -0.95 1.23 -1.85
H 0.44 0.07 -2.28
H 1.09 -1.74 -0.65
H 0.35 -1.67 1.02
H 2.75 -0.20 1.11
H 2.23 1.47 0.68
H 2.81 0.43 -0.59

=====

This record from OMol25 describes a molecular structure, C5H9O3Pb in a non-equilibrium geometry. The level of theory is ωB97M-V/def2-TZVPD.

Values from the calculation:
F_max	6.96	eV/A
multiplicity	2
net charge	+2
calculated total energy	-613.63956	a.u.

Atoms and positions in Å:
H -1.65 0.11 -0.02
O -0.36 0.24 -1.31
O 0.49 0.01 0.80
O -0.24 2.08 0.03
C -1.48 -0.50 -1.47
C 1.41 0.54 1.48
C -1.34 -1.76 -2.21
C 2.06 -0.20 2.54
C -0.41 0.87 -0.04
H -2.34 0.13 -1.74
H 1.63 1.60 1.29
H -1.78 -2.57 -1.61
H -1.95 -1.69 -3.13
H -0.30 -1.98 -2.47
H 3.14 -0.17 2.32
H 1.95 0.38 3.46
H 1.68 -1.22 2.64
Pb -0.52 4.14 -0.56

=====

This record from OMol25 describes a molecular structure, C5H9O3Pr in a non-equilibrium geometry. The level of theory is ωB97M-V/def2-TZVPD.

Values from the calculation:
F_max	6.53	eV/A
multiplicity	3
net charge	+2
calculated total energy	-937.89215	a.u.

Atoms and positions in Å:
H 0.62 -1.54 0.12
O 0.64 0.64 -0.80
O 0.12 -1.17 -1.93
C 0.13 -0.70 -0.70
O -1.10 -0.66 -0.07
C 0.97 1.36 0.39
C 1.48 2.73 0.01
H 0.06 1.44 1.01
H 1.72 0.79 0.94
H 0.71 3.32 -0.50
H 1.78 3.26 0.92
H 2.36 2.64 -0.64
Pr 0.92 0.43 -3.25
C -1.32 -2.03 0.63
C -2.54 -2.56 0.77
H -0.48 -2.42 1.21
H -2.63 -3.56 1.19
H -3.44 -1.96 0.68

=====

This record from OMol25 describes a molecular structure, C5H9O3Rh in a non-equilibrium geometry. The level of theory is ωB97M-V/def2-TZVPD.

Values from the calculation:
F_max	5.94	eV/A
multiplicity	5
calculated total energy	-531.93559	a.u.

Atoms and positions in Å:
O 0.50 -1.64 0.17
Rh 0.82 -3.10 -2.56
O 0.33 -1.30 -1.99
C 0.59 -0.76 -0.87
C -0.09 -1.18 1.38
C -0.17 -2.35 2.34
H 0.53 -0.37 1.80
H -1.08 -0.78 1.17
H 0.82 -2.80 2.50
H -0.56 -2.01 3.30
H -0.85 -3.13 1.95
O 1.22 0.31 -0.70
C -0.45 2.65 -1.77
C -0.27 3.71 -0.99
H -0.55 2.74 -2.85
H 0.39 3.67 -0.12
H -0.47 4.72 -1.36
H -0.72 1.60 -1.39

=====

This record from OMol25 describes 2 unconnected molecules or ions with the total composition C5H9O4 in a non-equilibrium geometry. The level of theory is ωB97M-V/def2-TZVPD.

Values from the calculation:
F_max	6.50	eV/A
multiplicity	2
calculated total energy	-496.59558	a.u.

Atoms and positions in Å:
H -3.22 1.40 0.05
O -3.68 1.75 -0.82
O -0.61 0.92 -0.01
C -0.98 1.00 -1.48
C 0.34 0.40 -0.71
C 0.74 -0.71 0.32
C 0.42 -0.21 1.77
C 2.20 -1.13 0.01
O 2.53 -1.48 -1.09
O -0.16 -1.80 0.10
H -1.52 0.34 -2.15
H -0.97 2.06 -1.51
H 1.22 1.05 -1.05
H 0.89 0.77 1.98
H -0.67 -0.12 1.92
H 0.82 -0.98 2.43
H 2.66 -1.14 1.04
H 0.00 -2.11 -0.81

=====

This record from OMol25 describes a gas-phase ion, C5H9O4PS (charge -2) in a non-equilibrium geometry. The level of theory is ωB97M-V/def2-TZVPD.

Values from the calculation:
F_max	3.98	eV/A
net charge	-2
calculated total energy	-1236.46034	a.u.

Atoms and positions in Å:
O -1.57 -1.97 1.14
P -2.06 -1.77 -0.29
O -3.50 -2.03 -0.50
O -1.10 -2.25 -1.43
C -1.74 0.21 -0.55
C -2.88 0.69 0.44
S -4.32 1.33 0.11
C -0.40 0.64 -0.05
C 0.66 -0.12 -0.73
C 1.64 -0.73 0.34
O 1.08 -1.40 1.45
H -1.84 0.46 -1.65
H -2.60 0.25 1.48
H -0.32 1.72 -0.45
H -0.45 0.81 1.02
H 1.28 0.65 -1.29
H 0.15 -0.84 -1.39
H 2.23 0.17 0.77
H 2.41 -1.36 -0.21
H 0.12 -1.55 1.37

=====

This record from OMol25 describes a single C5HNO3S molecule in a non-equilibrium geometry. The level of theory is ωB97M-V/def2-TZVPD.

Values from the calculation:
F_max	4.16	eV/A
calculated total energy	-869.65262	a.u.

Atoms and positions in Å:
C 2.14 -0.37 -0.02
C 1.29 0.48 0.01
C -0.94 -0.76 0.01
C 0.53 1.70 0.06
C -1.59 0.50 -0.07
N -0.96 -1.95 0.03
O 1.05 2.77 0.16
O -2.79 0.60 -0.19
O -0.84 1.63 -0.01
S -0.72 -3.44 0.07
H 2.83 -1.17 -0.05

=====

This record from OMol25 describes 10 unconnected molecules or ions with the total composition C60H112N4O16 in a non-equilibrium geometry. The level of theory is ωB97M-V/def2-TZVPD.

Values from the calculation:
F_max	2.29	eV/A
calculated total energy	-3776.12245	a.u.

Atoms and positions in Å:
C 3.71 5.97 -3.50
C 4.18 5.58 -2.10
C 4.74 4.15 -2.20
C 5.29 6.59 -1.76
C 5.64 6.57 -0.28
C 4.38 6.75 0.57
C 3.26 5.76 0.25
C 3.64 4.39 0.87
C 1.97 6.23 0.91
N 3.07 5.70 -1.19
O 1.94 4.97 -1.59
H 4.50 6.07 -4.25
H 2.96 5.26 -3.86
H 3.20 6.94 -3.48
H 5.30 3.80 -1.33
H 3.99 3.39 -2.43
H 5.47 4.17 -3.02
H 6.19 6.37 -2.33
H 4.84 7.55 -2.01
H 6.14 5.63 -0.01
H 6.36 7.36 -0.04
H 4.01 7.76 0.34
H 4.64 6.64 1.62
H 3.45 4.49 1.94
H 4.70 4.15 0.76
H 2.97 3.62 0.49
H 1.17 5.49 0.96
H 1.59 7.05 0.29
H 2.15 6.67 1.89
H 1.22 5.54 -1.32
C -6.43 -6.75 4.22
C -5.21 -6.90 3.32
C -4.31 -7.98 3.91
C -5.79 -7.46 2.01
C -4.74 -7.40 0.93
C -4.33 -5.97 0.66
C -3.69 -5.29 1.89
C -2.25 -5.76 2.02
C -3.80 -3.79 1.71
N -4.57 -5.63 3.04
O -3.99 -5.14 4.25
H -6.20 -6.44 5.24
H -7.14 -5.98 3.87
H -7.11 -7.60 4.12
H -3.95 -7.65 4.89
H -4.80 -8.94 4.10
H -3.41 -8.15 3.32
H -6.08 -8.51 2.07
H -6.70 -6.99 1.64
H -3.87 -8.05 1.08
H -5.07 -7.80 -0.04
H -5.15 -5.38 0.24
H -3.57 -6.02 -0.13
H -2.17 -6.81 1.75
H -1.82 -5.64 3.02
H -1.61 -5.16 1.36
H -3.21 -3.44 0.86
H -3.32 -3.30 2.58
H -4.81 -3.39 1.67
H -4.65 -4.52 4.59
C 1.25 1.57 -0.94
C 0.76 0.86 0.33
C 1.84 0.99 1.41
C -0.46 1.61 0.96
C -1.81 1.16 0.42
C -1.97 -0.34 0.37
C -0.82 -0.99 -0.40
C -0.90 -2.50 -0.21
C -1.01 -0.68 -1.90
N 0.47 -0.54 0.12
O 1.55 -1.20 -0.47
H 2.25 1.22 -1.20
H 0.61 1.45 -1.81
H 1.33 2.65 -0.75
H 2.21 2.00 1.56
H 1.42 0.57 2.33
H 2.70 0.35 1.20
H -0.53 1.58 2.05
H -0.31 2.67 0.73
H -2.63 1.61 1.00
H -2.00 1.64 -0.56
H -2.90 -0.61 -0.14
H -1.97 -0.73 1.39
H -0.78 -2.83 0.83
H -0.09 -3.03 -0.72
H -1.81 -2.89 -0.66
H -0.09 -0.97 -2.43
H -1.06 0.39 -2.07
H -1.84 -1.18 -2.39
H 1.78 -1.85 0.22
C -3.57 2.30 -4.21
C -4.80 2.25 -3.33
C -6.03 2.02 -4.24
C -4.62 0.98 -2.48
C -5.65 0.78 -1.38
C -5.75 2.06 -0.52
C -5.81 3.38 -1.32
C -7.28 3.54 -1.75
C -5.45 4.47 -0.31
N -4.82 3.36 -2.40
O -4.79 4.62 -3.05
H -2.68 2.36 -3.57
H -3.43 1.39 -4.79
H -3.42 3.15 -4.89
H -6.97 1.75 -3.75
H -6.26 2.95 -4.77
H -5.80 1.19 -4.90
H -4.74 0.08 -3.10
H -3.60 0.98 -2.09
H -6.60 0.43 -1.78
H -5.29 -0.03 -0.73
H -4.85 2.06 0.10
H -6.61 1.90 0.13
H -7.73 2.71 -2.27
H -7.35 4.42 -2.41
H -7.87 3.85 -0.89
H -4.70 4.18 0.42
H -6.32 4.93 0.16
H -5.00 5.34 -0.81
H -3.90 4.95 -2.89
O 8.26 -1.07 0.15
C 7.41 -0.23 0.12
C 6.33 -0.14 -0.92
C 5.56 1.14 -0.54
C 6.52 1.85 0.45
O 7.38 0.80 0.96
H 6.92 0.09 -1.82
H 5.71 -1.01 -1.07
H 5.32 1.77 -1.39
H 4.66 0.84 0.00
H 7.13 2.67 0.08
H 5.95 2.18 1.32
O -1.22 -0.14 4.08
C -0.77 -1.23 4.26
C 0.61 -1.77 3.91
C 0.62 -3.20 4.54
C -0.82 -3.44 4.92
O -1.46 -2.15 4.99
H 0.84 -1.80 2.85
H 1.38 -1.13 4.35
H 1.11 -3.92 3.89
H 1.31 -3.09 5.38
H -1.32 -4.04 4.16
H -0.95 -3.91 5.90
O 3.90 -5.58 -2.51
C 3.14 -4.79 -2.98
C 1.69 -4.58 -2.63
C 1.29 -3.49 -3.62
C 2.59 -2.80 -4.02
O 3.59 -3.84 -3.82
H 1.07 -5.46 -2.77
H 1.65 -4.26 -1.59
H 1.05 -4.06 -4.53
H 0.43 -2.85 -3.46
H 2.61 -2.56 -5.07
H 2.85 -1.90 -3.47
O 2.46 -3.61 1.05
C 3.56 -3.95 1.36
C 3.95 -5.14 2.23
C 5.48 -5.08 2.23
C 5.84 -4.01 1.17
O 4.64 -3.30 0.93
H 3.46 -5.09 3.19
H 3.61 -6.01 1.67
H 5.96 -4.85 3.18
H 5.92 -6.05 2.01
H 6.60 -3.36 1.59
H 6.23 -4.48 0.26
O 2.63 0.89 5.22
C 2.26 2.04 5.13
C 0.79 2.49 5.13
C 0.91 3.92 4.61
C 2.33 4.35 5.02
O 3.05 3.14 5.22
H 0.19 1.86 4.48
H 0.44 2.45 6.16
H 0.91 3.90 3.51
H 0.15 4.57 5.03
H 2.81 5.02 4.31
H 2.26 4.86 5.99
O 0.77 -0.96 -6.25
C 0.60 0.18 -5.90
C -0.32 1.16 -6.54
C 0.10 2.53 -5.97
C 1.19 2.19 -4.93
O 1.33 0.75 -4.90
H -0.30 1.16 -7.62
H -1.32 0.90 -6.19
H 0.59 3.13 -6.74
H -0.77 3.06 -5.61
H 2.15 2.70 -5.04
H 0.81 2.56 -3.97

=====

Q: Which of these has the lowest calculated total energy?
A: C60H112N4O16